Entry 1:
Molecular formula: C24H58P2PtSi4
Method: DFT, the ωB97M-V functional and the def2-TZVPD basis

The net charge is +2. The multiplicity is 5. The energy above the lowest of the compared OMol25 structures with the same formula, charge and spin comes out at 4.780 eV. The total energy comes out at -2908.37357 a.u. The calculation puts the HOMO energy (spin up / spin down) at -10.0 / -11.9 eV. The orbital gap (spin up / spin down) comes out at 3.640 / 4.623 eV.

Cartesian coordinates (Å):
P -0.16899 -2.52257 -3.95289
P 0.47595 1.01569 -3.84703
C -0.25781 -1.35737 -5.44651
C 0.55130 -0.10034 -5.41394
H -1.29650 -1.18075 -5.69459
H 0.09768 -2.02169 -6.21207
H 1.59883 -0.26938 -5.64600
H 0.21177 0.59722 -6.16901
C -1.17686 1.56761 -4.32472
H -1.53812 2.29547 -3.58734
H -1.90395 0.74623 -4.43958
H -1.04764 2.03941 -5.30196
C 1.49945 2.30871 -4.49957
H 1.00402 2.64080 -5.42350
H 2.51861 1.94732 -4.72982
H 1.53964 3.14647 -3.77587
C -1.11764 -3.87188 -4.64384
H -1.05269 -4.74341 -3.96694
H -0.60702 -4.08605 -5.58797
H -2.16760 -3.59413 -4.83176
C 1.50098 -2.98816 -4.34554
H 2.19463 -2.13727 -4.41105
H 1.39345 -3.40498 -5.34831
H 1.87164 -3.74555 -3.64720
Pt 1.03716 -0.87022 1.65624
C 0.58722 1.22444 -2.04440
C -0.80844 0.72870 -1.88318
C -1.43549 -0.43077 -2.43936
C -1.77241 -1.79904 -1.75894
C -0.60827 -2.66690 -2.22149
C 0.73343 -2.14691 -1.74037
C 1.55433 -1.04655 -2.18460
C 1.78558 0.32439 -1.54607
C 0.40911 -2.69510 2.04185
H 0.62355 2.24940 -1.63252
H -1.47892 1.50795 -1.52072
H -0.82530 -0.72525 -3.35952
H -2.39802 -0.09905 -2.86020
H -1.92188 -1.70659 -0.66140
H -2.73819 -2.15505 -2.16265
H -0.64493 -3.75146 -2.08987
H 1.33683 -2.96891 -1.28026
H 1.29481 -0.86159 -3.26300
H 2.55912 -1.49365 -2.25650
H 2.00293 0.28020 -0.45137
H 2.71207 0.75406 -1.95143
H 1.27654 -2.73928 2.72076
H 0.48052 -3.38453 1.22246
H -0.54310 -2.70674 2.54539
C 3.28536 0.35383 2.46882
Si 1.99285 1.61859 2.99129
C 2.27347 2.10323 4.81225
C 2.07883 3.19276 1.97329
Si -0.10205 0.61322 2.88688
Si -0.50396 -0.52749 4.86952
C -0.63098 0.74617 6.26539
C -2.13622 -1.43487 4.70901
C 0.90920 -1.67658 5.26897
Si -1.98538 1.95070 2.40119
C -2.62636 2.60075 4.06812
C -1.50403 3.39497 1.32686
C -3.29035 0.85681 1.62451
H 4.24817 0.86028 2.53194
H 3.11087 0.01597 1.42258
H 3.26495 -0.52096 3.12663
H 3.25437 2.60683 4.84786
H 1.50505 2.80846 5.16856
H 2.29994 1.23063 5.48286
H 1.88700 3.00948 0.90555
H 1.37883 3.96826 2.32635
H 3.10139 3.59816 2.07441
H -1.47838 1.42619 6.14045
H -0.79032 0.12271 7.15317
H 0.29177 1.32130 6.38771
H -2.10599 -2.23008 3.95444
H -2.30638 -1.89638 5.69298
H -2.98182 -0.77026 4.48737
H 0.87753 -2.58319 4.65956
H 1.89618 -1.21410 5.16479
H 0.76263 -1.95883 6.32020
H -1.84006 3.13126 4.63022
H -3.43161 3.31359 3.82444
H -3.04299 1.79939 4.69990
H -0.96650 3.09463 0.41771
H -2.43469 3.90000 1.02436
H -0.88896 4.12575 1.87197
H -2.97740 0.50051 0.63520
H -3.53454 -0.01576 2.24379
H -4.20085 1.46109 1.50711

Atomic partial charges in e from the Löwdin method, atoms 1 to 8:
1. P 0.92
2. P 0.94
3. C -0.27
4. C -0.26
5. H 0.11
6. H 0.10
7. H 0.10
8. H 0.10

Entry 2:
Molecular formula: C2H6N2O4
Method: DFT, the ωB97M-V functional and the def2-TZVPD basis

The net charge is 0. The energy above the lowest of the compared OMol25 structures with the same formula, charge and spin comes out at 5.915 eV. The total energy comes out at -490.12191 a.u. The calculation puts the HOMO energy at -9.8 eV. The orbital gap comes out at 9.956 eV.

Cartesian coordinates (Å):
C 1.39888 -0.79006 -0.57625
N 0.30871 1.16746 0.23866
C -0.75236 0.14963 -0.02182
N -1.79103 0.68842 -0.68494
O 1.57644 0.53251 -0.06655
O 0.30199 1.50325 1.58012
O 1.26686 -1.74806 0.30476
O -0.92166 -0.81901 0.79277
H 0.36640 0.68116 2.10617
H 0.16607 -1.52163 0.72895
H -1.64806 1.51273 -1.24244
H -2.66351 0.18868 -0.72686
H 2.13211 -0.95304 -1.37013
H 0.25914 -0.59205 -1.06244

Atomic partial charges in e from the Löwdin method, atoms 1 to 8:
1. C -0.35
2. N -0.10
3. C -0.51
4. N 0.22
5. O -0.06
6. O 0.02
7. O -0.05
8. O 0.03